1.
Density functional theory data (the ωB97M-V functional and the def2-TZVPD basis) for 9 unconnected molecules or ions with the total composition C4H26NO9 at a distorted geometry.

Values from the calculation:
Energy above the lowest of the compared OMol25 structures with the same formula, charge and spin ... 0.0 kcal per mole
Spin multiplicity ... 1
E_LUMO ... 3.07 eV
Largest force on an atom ... 3.8 eV/Å
Gap between HOMO and LUMO ... 9.3429 eV
Charge ... -1
Calculated total energy ... -24490.2556 eV

Atoms and positions in Å:
1 C 2.0232 -1.9186 -0.8788
2 O 3.2453 -0.3346 -3.6997
3 N 0.5845 -0.0024 -0.2907
4 O -4.7335 2.1327 -1.1228
5 O -1.7634 -1.2358 -1.5237
6 C 2.7109 -0.4123 1.0245
7 H 0.3099 1.5606 -1.6398
8 H 3.2838 0.2238 -2.8850
9 O -1.2466 1.1615 1.8360
10 H 0.0189 2.0023 1.7809
11 H -2.0283 -1.8845 1.4632
12 H 1.6930 2.2241 0.3525
13 H 3.3462 0.2135 0.3417
14 H -2.3230 0.8452 0.7428
15 C 1.1187 0.9808 -1.1792
16 H 0.0464 0.3929 0.4977
17 H -3.1818 -1.2286 0.6345
18 H 2.3518 0.2550 1.8484
19 O -2.7990 -2.0976 0.8000
20 H -0.9708 -0.1736 2.2057
21 O -3.0392 0.4838 0.0967
22 H -2.5380 0.0832 -0.6083
23 H 3.3472 -1.1848 1.4196
24 H -0.8537 -0.9329 -1.2352
25 O 1.9780 1.9182 -0.5727
26 O 0.7889 2.6001 1.7459
27 H -1.7569 1.4906 2.5252
28 H 2.4038 -0.8180 -3.6711
29 H 2.3676 -2.8777 -0.3758
30 H -1.1948 -1.3138 3.3577
31 H 0.3913 3.4246 1.5612
32 H 1.7604 0.5385 -1.9724
33 H 0.9225 -1.6721 0.9865
34 H 1.2287 -2.1659 -1.5605
35 H 2.8100 -1.4673 -1.4143
36 H -4.0791 1.6181 -0.5655
37 O -0.8506 -1.2413 2.4515
38 H -2.0498 -1.7873 -0.8422
39 C 1.5209 -1.0091 0.2414
40 H -4.8434 1.6087 -1.8758

Need the natural (NBO) charges? In units of e they are:
1. C -0.627
2. O -0.947
3. N -0.704
4. O -1.000
5. O -1.009
6. C -0.637
7. H 0.164
8. H 0.478
9. O -1.153
10. H 0.502
11. H 0.503
12. H 0.509
13. H 0.213
14. H 0.512
15. C 0.104
16. H 0.411
17. H 0.488
18. H 0.221
19. O -1.046
20. H 0.503
21. O -1.044
22. H 0.495
23. H 0.194
24. H 0.492
25. O -0.814
26. O -0.989
27. H 0.460
28. H 0.476
29. H 0.207
30. H 0.460
31. H 0.461
32. H 0.133
33. H 0.233
34. H 0.212
35. H 0.194
36. H 0.505
37. O -1.044
38. H 0.492
39. C -0.058
40. H 0.449


2.
Density functional theory data (the ωB97M-V functional and the def2-TZVPD basis) for 2 unconnected molecules or ions with the total composition C10H16N3O2 at a distorted geometry.

Values from the calculation:
Energy above the lowest of the compared OMol25 structures with the same formula, charge and spin ... 55.4 kcal per mole
Spin multiplicity ... 1
E_LUMO ... -3.26 eV
Largest force on an atom ... 3.8 eV/Å
Gap between HOMO and LUMO ... 7.4036 eV
Charge ... +1
Calculated total energy ... -19183.9501 eV

Atoms and positions in Å:
1 H -1.5953 0.8349 -3.8596
2 H 2.6054 0.8627 1.7719
3 C -1.2482 -0.2185 -0.3840
4 N 3.0988 0.9085 0.8950
5 C -1.4560 0.1131 -1.7521
6 H 4.1516 0.7742 0.9123
7 C 0.0403 -0.5798 0.1512
8 H -5.2187 -0.8396 1.5872
9 H 3.2751 -1.3971 -1.5168
10 H 2.5104 -1.0182 1.0138
11 H 2.7662 1.8272 0.4372
12 H -2.7961 2.0728 -0.4935
13 H 1.2694 0.3194 -1.3748
14 H 3.6630 0.2722 -1.6069
15 C -1.5870 0.5046 -2.8847
16 H -2.0062 -1.6758 0.7328
17 O 0.1755 1.9318 0.5178
18 H -0.0884 -0.9208 1.1547
19 C -3.5358 -0.4428 0.2401
20 H 4.5472 -0.8458 -0.5864
21 H -4.0164 -2.1534 1.6697
22 N -2.0966 2.5582 0.0584
23 C 2.5993 -0.2795 0.2107
24 N -2.2634 -0.8221 0.3776
25 C 1.1960 -0.0183 -0.3542
26 C -0.9639 1.9306 0.1638
27 H -5.1034 -1.9664 0.3998
28 O -4.0071 0.6152 -0.1812
29 H -2.2796 3.4198 0.4469
30 C -4.4644 -1.4100 0.9750
31 C 3.5652 -0.6140 -0.8844

Need the natural (NBO) charges? In units of e they are:
1. H 0.237
2. H 0.450
3. C -0.054
4. N -0.685
5. C -0.092
6. H 0.455
7. C -0.175
8. H 0.249
9. H 0.262
10. H 0.219
11. H 0.467
12. H 0.472
13. H 0.223
14. H 0.220
15. C -0.180
16. H 0.406
17. O -0.577
18. H 0.207
19. C 0.702
20. H 0.225
21. H 0.212
22. N -0.792
23. C -0.093
24. N -0.604
25. C -0.214
26. C 0.792
27. H 0.245
28. O -0.632
29. H 0.414
30. C -0.719
31. C -0.639


3.
Density functional theory data (the ωB97M-V functional and the def2-TZVPD basis) for C14H15N3O2 in the gas phase at a distorted geometry.

Values from the calculation:
Energy above the lowest of the compared OMol25 structures with the same formula, charge and spin ... 55.5 kcal per mole
Spin multiplicity ... 1
E_LUMO ... 0.65 eV
Structure (SMILES) ... COc1ccc(/C=N/Nc2ccccn2)cc1OC
Largest force on an atom ... 1.2 eV/Å
Gap between HOMO and LUMO ... 8.0375 eV
Calculated total energy ... -23325.1380 eV

Atoms and positions in Å:
1 C 3.2945 1.6219 -0.0008
2 H 1.7926 3.1379 -0.0014
3 N -4.9380 1.1555 0.0027
4 C -3.6629 -0.8816 -0.0030
5 H 2.3545 -3.9034 0.0035
6 H -2.6871 -1.3372 -0.0053
7 C 1.9854 2.0754 -0.0012
8 H 1.2155 -2.8652 -0.8908
9 H 5.9485 1.2137 -0.8921
10 H -6.9645 0.9965 0.0053
11 C -0.4362 1.6502 -0.0010
12 C -4.8274 -1.6170 -0.0030
13 H -6.9811 -1.5002 0.0001
14 C 0.9263 1.1767 -0.0013
15 C 1.8449 -2.9411 0.0021
16 H 4.0962 2.3431 -0.0007
17 H 1.2165 -2.8621 0.8955
18 C -3.7703 0.5150 0.0000
19 H 0.3631 -0.8704 -0.0012
20 N -1.4276 0.8452 -0.0011
21 O 4.8184 -0.2817 0.0004
22 C 5.9283 0.5800 0.0010
23 C -6.0428 0.4290 0.0027
24 C -6.0513 -0.9544 -0.0001
25 H 5.9480 1.2128 0.8948
26 H -0.5858 2.7372 -0.0002
27 C 3.5735 0.2650 -0.0004
28 H -2.8438 2.3314 0.0016
29 C 2.5009 -0.6608 -0.0006
30 H 6.8030 -0.0684 0.0009
31 C 1.2033 -0.1975 -0.0011
32 H -4.7907 -2.6970 -0.0054
33 N -2.6681 1.3248 0.0001
34 O 2.8642 -1.9732 -0.0001

Need the natural (NBO) charges? In units of e they are:
1. C -0.298
2. H 0.208
3. N -0.471
4. C -0.299
5. H 0.200
6. H 0.233
7. C -0.190
8. H 0.176
9. H 0.175
10. H 0.192
11. C 0.046
12. C -0.148
13. H 0.218
14. C -0.103
15. C -0.252
16. H 0.221
17. H 0.176
18. C 0.366
19. H 0.234
20. N -0.229
21. O -0.479
22. C -0.251
23. C 0.058
24. C -0.311
25. H 0.175
26. H 0.153
27. C 0.254
28. H 0.376
29. C 0.337
30. H 0.202
31. C -0.288
32. H 0.215
33. N -0.401
34. O -0.495


4.
Density functional theory data (the ωB97M-V functional and the def2-TZVPD basis) for a molecular structure, C4H11NO at a distorted geometry.

Values from the calculation:
Energy above the lowest of the compared OMol25 structures with the same formula, charge and spin ... 77.5 kcal per mole
Spin multiplicity ... 1
E_LUMO ... 0.86 eV
Largest force on an atom ... 3.0 eV/Å
Gap between HOMO and LUMO ... 9.5520 eV
Calculated total energy ... -7861.1913 eV

Atoms and positions in Å:
1 C -0.0592 -1.0837 0.9684
2 H 0.0245 -0.2741 -1.3485
3 O -0.5148 0.5802 -2.0766
4 H 1.6852 -0.8101 -0.3183
5 H -0.5663 -3.0380 1.3607
6 H 0.1174 2.2697 1.3683
7 C -0.3045 1.9572 0.4051
8 H -0.4846 -2.6871 -0.2337
9 N -0.0448 -2.5170 0.6648
10 H -1.0730 -0.6629 1.0332
11 C 0.6617 1.0414 -0.2629
12 H 0.4026 -0.9549 1.9547
13 H -0.4844 2.8454 -0.1964
14 H -0.2970 0.6890 -3.0130
15 H 1.4617 1.5172 -0.8169
16 C 0.7331 -0.3412 -0.0834
17 H -1.2577 1.4688 0.5944

Need the natural (NBO) charges? In units of e they are:
1. C -0.228
2. H 0.474
3. O -1.040
4. H 0.237
5. H 0.356
6. H 0.230
7. C -0.674
8. H 0.354
9. N -0.831
10. H 0.169
11. C 0.133
12. H 0.189
13. H 0.233
14. H 0.468
15. H 0.207
16. C -0.509
17. H 0.231


5.
Density functional theory data (the ωB97M-V functional and the def2-TZVPD basis) for C2H4OS in the gas phase at a distorted geometry.

Values from the calculation:
Energy above the lowest of the compared OMol25 structures with the same formula, charge and spin ... 51.2 kcal per mole
Spin multiplicity ... 1
E_LUMO ... 0.35 eV
Structure (SMILES) ... C[C@@H]1OS1
Largest force on an atom ... 4.4 eV/Å
Gap between HOMO and LUMO ... 9.1853 eV
Calculated total energy ... -15019.2450 eV

Atoms and positions in Å:
1 H -1.2192 0.3682 0.2070
2 H 1.6670 0.5499 0.0068
3 O 0.7001 1.4638 1.5936
4 H -0.1309 -0.7372 -0.9208
5 C 0.7279 0.8901 0.3280
6 C -0.3468 -0.1304 0.0663
7 H -0.2455 -0.9827 0.7514
8 S 0.5244 2.7389 0.4678

Need the natural (NBO) charges? In units of e they are:
1. H 0.227
2. H 0.181
3. O -0.598
4. H 0.222
5. C 0.067
6. C -0.653
7. H 0.232
8. S 0.323


6.
Density functional theory data (the ωB97M-V functional and the def2-TZVPD basis) for C3H8N2O in the gas phase at a distorted geometry.

Values from the calculation:
Energy above the lowest of the compared OMol25 structures with the same formula, charge and spin ... 12.9 kcal per mole
Spin multiplicity ... 1
E_LUMO ... 0.92 eV
Structure (SMILES) ... CNC(=O)CN
Largest force on an atom ... 1.2 eV/Å
Gap between HOMO and LUMO ... 10.5121 eV
Calculated total energy ... -8268.7654 eV

Atoms and positions in Å:
1 H 0.6280 0.8029 -0.6947
2 C 0.0353 -1.5181 -0.4850
3 H 1.0713 2.4863 1.1747
4 C 0.1676 1.8725 1.1767
5 H 1.0058 -1.9808 -0.3486
6 H -0.6721 2.5366 0.9450
7 H -0.1071 -1.6307 -2.5322
8 N 0.2596 0.7803 0.2445
9 O -0.5571 -0.7688 1.7095
10 H 0.0229 1.4715 2.1721
11 C -0.1248 -0.4767 0.6166
12 N -0.0693 -0.9147 -1.8193
13 H -0.9356 -0.3917 -1.8764
14 H -0.7246 -2.2683 -0.2830

Need the natural (NBO) charges? In units of e they are:
1. H 0.418
2. C -0.316
3. H 0.198
4. C -0.420
5. H 0.212
6. H 0.190
7. H 0.369
8. N -0.633
9. O -0.626
10. H 0.237
11. C 0.663
12. N -0.849
13. H 0.360
14. H 0.198